(1)
{"formula": "C5H8OS", "method": "ωB97M-V/def2-TZVPD", "symbols": ["C", "C", "C", "C", "C", "O", "S", "H", "H", "H", "H", "H", "H", "H", "H"], "coordinates": [[2.340, 1.330, -0.438], [1.414, 0.988, 0.438], [-1.881, -1.486, 0.085], [-0.841, -0.515, -0.517], [0.940, -0.271, 0.810], [-3.132, 0.956, -0.538], [-2.151, 0.346, 0.361], [2.479, 2.406, -0.696], [2.597, 0.616, -1.210], [1.160, 1.895, 0.991], [-2.326, -2.051, -0.663], [-1.598, -2.061, 0.900], [-0.762, -0.627, -1.609], [1.444, -1.199, 0.459], [0.317, -0.327, 1.629]], "atomic_forces_ev_per_a": [[-0.40, 0.53, -2.25], [1.34, 3.03, 0.96], [1.89, 2.81, -0.53], [1.22, -0.86, 2.61], [-2.31, -2.65, -4.24], [-0.57, 0.23, -0.09], [0.58, -1.25, -1.02], [0.28, -1.06, 0.51], [0.74, -0.12, 0.05], [-0.84, -0.60, 0.47], [-1.52, -0.59, -1.25], [0.34, -0.78, 1.74], [0.28, 0.81, 0.55], [-0.21, 0.88, 0.59], [-0.81, -0.37, 1.91]], "total_energy_ev": -18191.987, "homo_ev": -8.43, "gap_ev": 8.3, "total_charge": 0}


(2)
{"formula": "C5H8OS2", "method": "ωB97M-V/def2-TZVPD", "symbols": ["C", "C", "C", "C", "C", "H", "H", "H", "H", "H", "H", "H", "H", "O", "S", "S"], "coordinates": [[-1.899, -1.167, 0.145], [-0.655, -0.910, 0.974], [0.015, 1.352, 0.401], [1.306, 0.939, -0.284], [1.148, -0.392, -1.030], [-2.028, -2.233, -0.021], [-0.802, -1.504, 1.888], [0.177, 2.252, 0.968], [-0.775, 1.483, -0.333], [1.559, 1.724, -0.988], [2.100, 0.840, 0.456], [0.386, -0.298, -1.799], [2.087, -0.662, -1.495], [-0.427, 0.402, 1.387], [-2.962, -0.103, -0.421], [0.771, -1.724, 0.152]], "atomic_forces_ev_per_a": [[0.26, 0.29, 0.12], [-0.29, 0.12, -0.02], [0.13, -0.81, 0.05], [-0.29, -0.52, 0.10], [0.04, 0.43, 0.52], [-0.10, -0.12, -0.08], [0.12, 0.13, -0.10], [-0.13, 0.41, 0.11], [-0.10, 0.23, -0.09], [0.19, 0.19, -0.18], [0.08, 0.08, -0.01], [-0.16, -0.16, -0.11], [0.12, -0.19, -0.15], [0.04, -0.16, -0.03], [0.11, -0.13, 0.03], [-0.02, 0.21, -0.18]], "total_energy_ev": -29031.600, "smiles": "S=C[C@@H]1OCCCS1", "homo_ev": -8.73, "gap_ev": 8.4, "total_charge": 0}


(3)
{"formula": "C5H8OS2", "method": "ωB97M-V/def2-TZVPD", "symbols": ["C", "C", "C", "C", "C", "H", "H", "H", "H", "H", "H", "H", "H", "O", "S", "S"], "coordinates": [[0.191, -0.471, 2.420], [-1.353, 0.384, 0.424], [-2.630, 0.137, -0.079], [-0.230, 0.229, -0.718], [2.116, 0.319, -1.962], [1.255, 0.085, 3.210], [-0.483, -1.324, 3.231], [0.562, -1.012, 1.230], [-3.703, -0.250, 0.400], [-2.661, -0.001, -1.265], [3.126, 0.744, -1.890], [2.317, -0.673, -2.087], [1.599, 0.670, -2.922], [-0.551, -0.424, -1.669], [-0.899, 0.900, 1.985], [1.344, 0.685, -0.310]], "atomic_forces_ev_per_a": [[1.66, -2.14, 1.56], [-2.41, -0.53, -3.09], [-0.23, -1.48, -0.93], [-3.11, -1.04, 1.79], [-0.04, 2.83, -0.35], [-3.31, -2.08, -2.80], [2.42, 2.56, -2.78], [-0.85, 1.37, 4.53], [3.30, 1.81, -0.61], [0.12, 0.29, 2.83], [-0.37, 0.39, -0.09], [-0.02, -2.97, -0.05], [0.39, -0.11, 1.88], [0.46, 0.10, -1.35], [0.21, 0.04, 0.97], [1.79, 0.97, -1.51]], "total_energy_ev": -29027.627, "homo_ev": -8.62, "gap_ev": 8.7, "total_charge": 0}


(4)
{"formula": "C5H8OS2", "method": "ωB97M-V/def2-TZVPD", "symbols": ["C", "C", "C", "C", "C", "H", "H", "H", "H", "H", "H", "H", "H", "O", "S", "S"], "coordinates": [[1.792, 0.765, 0.578], [1.045, 0.263, -0.612], [-0.268, 0.495, -0.178], [0.150, -2.027, 0.884], [-0.295, -3.156, 0.221], [2.796, 0.184, 0.545], [1.273, 0.564, 1.583], [2.209, 1.983, 0.520], [1.041, -0.888, -1.012], [0.480, 1.805, -1.485], [0.852, -2.218, 2.108], [0.234, -4.205, 0.350], [-1.083, -3.042, -0.717], [1.431, 1.096, -1.680], [-1.206, 1.847, -0.555], [-0.905, -0.659, 0.942]], "atomic_forces_ev_per_a": [[4.55, 0.91, 2.82], [1.78, -1.16, -3.46], [-4.84, 0.93, 0.94], [0.57, -3.99, 3.51], [0.77, 0.26, -1.36], [-1.40, 0.97, 0.53], [1.09, 0.43, -1.45], [-1.89, -3.68, -0.16], [0.88, 2.56, 1.48], [3.27, -1.38, -1.61], [-1.86, 0.60, -4.34], [-1.26, 2.37, -0.19], [2.07, -0.33, 2.74], [-3.93, 1.98, 0.60], [1.32, -1.37, 0.21], [-1.10, 0.90, -0.26]], "total_energy_ev": -29027.037, "homo_ev": -9.35, "gap_ev": 8.9, "total_charge": 0}


(5)
{"formula": "C5H8OSi", "method": "ωB97M-V/def2-TZVPD", "symbols": ["C", "C", "C", "C", "C", "O", "Si", "H", "H", "H", "H", "H", "H", "H", "H"], "coordinates": [[-1.407, 1.078, -0.235], [-1.804, 0.144, 0.908], [-0.525, 0.617, -1.118], [-1.104, -1.149, 0.753], [2.934, 0.122, -0.138], [2.095, -0.828, -0.371], [0.105, -1.005, -0.596], [-1.849, 2.070, 0.022], [-2.882, -0.109, 0.776], [-0.058, 1.094, -1.971], [-0.872, -1.898, 1.534], [2.502, 1.066, -0.161], [3.842, 0.009, 0.485], [-1.463, 0.800, 1.753], [0.485, -2.010, -1.639]], "atomic_forces_ev_per_a": [[-0.91, 0.35, 1.39], [0.94, 0.37, -0.64], [0.89, 0.49, -0.93], [2.90, -1.63, -0.64], [-3.18, -3.79, 1.27], [3.70, 2.36, 0.57], [-2.06, -0.87, 0.78], [0.47, -0.44, -1.41], [0.30, 0.84, 0.78], [-0.43, 0.80, 0.05], [-0.96, 0.61, -0.16], [-0.31, 2.21, -0.75], [-0.09, -0.59, -0.89], [-1.08, -0.85, 0.15], [-0.18, 0.13, 0.43]], "total_energy_ev": -15234.942, "homo_ev": [-6.58, -6.57], "gap_ev": [5.1, 5.1], "total_charge": 0}


(6)
{"formula": "C5H8P2", "method": "ωB97M-V/def2-TZVPD", "symbols": ["C", "C", "C", "C", "C", "P", "P", "H", "H", "H", "H", "H", "H", "H", "H"], "coordinates": [[0.889, 0.633, 0.206], [0.119, 1.619, 0.507], [-1.418, -1.001, 0.317], [2.239, 0.686, -0.515], [-2.017, -1.918, -0.468], [0.375, -1.115, 0.805], [-1.051, 2.835, 0.643], [-2.123, -0.364, 0.830], [2.957, 0.547, 0.290], [2.477, -0.191, -1.168], [2.081, 1.621, -1.147], [-2.938, -1.799, -0.837], [-1.381, -2.792, -0.953], [0.730, -1.849, -0.477], [-0.936, 3.088, 1.966]], "atomic_forces_ev_per_a": [[0.32, -2.30, -0.38], [-1.55, 1.80, 0.31], [-0.42, -1.91, -0.06], [-1.32, 0.20, -0.50], [5.85, -1.32, 0.11], [-0.61, 0.26, -1.89], [0.73, -1.75, -1.84], [0.38, 0.77, 0.03], [0.70, 1.17, -0.23], [-0.88, 0.67, 0.30], [1.56, -1.00, 1.00], [-3.69, 0.19, -0.83], [-1.38, 1.93, 0.95], [-0.26, 0.91, 1.45], [0.57, 0.40, 1.58]], "total_energy_ev": -23887.956, "smiles": "C=CPC(C)=C=P", "homo_ev": -8.75, "gap_ev": 8.7, "total_charge": 0}


Summary of relative energy (zero: lowest compared OMol25 entry of this formula, charge and spin) in eV
5.315 1.081 5.054 5.644 4.017 2.615
(order as listed above)